{"formula": "C4H8N2O2", "method": "ωB97M-V with the def2-TZVPD basis set", "species": ["C", "C", "C", "C", "N", "N", "O", "O", "H", "H", "H", "H", "H", "H", "H", "H"], "positions_angstrom": [[-0.84444, -0.46633, -0.21667], [0.83426, -0.58609, 0.26273], [-2.77507, 0.63469, 0.32260], [2.84362, 0.61440, -0.32336], [-1.20101, -1.13751, -1.18924], [1.09072, -1.27736, 1.26988], [-1.36748, 0.41658, 0.60172], [1.45320, 0.25985, -0.49511], [-2.98769, 0.54297, -0.73680], [-3.12498, 1.75885, 0.45959], [-3.51245, -0.10549, 0.81171], [3.30110, -0.38803, -0.46957], [3.10583, 0.74085, 0.77712], [3.22427, 1.34766, -0.91411], [-2.11622, -1.10786, -1.63322], [2.07633, -1.24718, 1.47275]], "forces_ev_per_angstrom": [[5.165, -0.891, 0.913], [-5.420, 0.088, -0.110], [-2.049, 1.563, 0.128], [-0.488, -5.353, 4.228], [-0.333, -0.783, -1.282], [0.537, -0.355, -0.053], [-2.693, 0.923, 0.252], [1.185, 2.526, -1.571], [0.354, -0.292, -0.319], [1.183, -2.363, 0.603], [1.569, 1.191, -0.206], [0.676, 0.857, -0.594], [-0.667, 0.625, -1.178], [0.298, 2.051, -1.900], [0.036, 0.282, 0.667], [0.648, -0.066, 0.420]], "mulliken_charge": [0.558, 0.562, -0.790, -0.751, -0.603, -0.643, -0.271, -0.316, 0.307, 0.280, 0.282, 0.330, 0.292, 0.276, 0.239, 0.248], "e_lumo_ev": 0.8, "homo_lumo_gap_ev": 10.313, "energy_ha": -417.09856}